# 1
A cluster of 2 separate species, C12H13BN3O7S in total. Source: OMol25; level of theory: ωB97M-V with the def2-TZVPD basis set.

Properties
Orbital gap   0.064 Eh
Lowest unoccupied orbital energy   0.01401 hartree
HOMO energy   -0.04976 Ha
E   -42965.644 eV
Relative energy (zero: lowest compared OMol25 entry of this formula, charge and spin)   395.4 kJ/mol
Charge   -1
Max |F|   4.83 eV/A

Atoms and positions in Å:
C 0.6731 -2.3421 0.0406
O -0.7449 -2.0189 -0.1075
B -0.9551 -0.8476 -0.8203
O -0.5400 -0.7480 -2.1604
N -1.6892 0.2548 -0.0772
C -2.9136 0.8930 -0.4633
N -3.5731 0.5238 -1.7201
C -3.0266 1.2412 -2.6130
O -2.3030 1.7284 -3.3805
C -3.3900 1.8917 0.4904
N -2.3371 1.8345 1.4703
C -1.3687 0.8931 1.1220
C -0.0822 0.6335 2.0088
C 1.0154 1.6422 1.4490
C 0.7142 3.1144 1.3028
C 1.6739 4.0926 0.7514
C 3.0342 3.5865 0.3352
C 3.3831 2.1352 0.4831
C 2.3722 1.1939 1.0447
H 1.3473 -1.4632 -0.2026
H 0.8786 -3.2572 -0.6245
H 0.8644 -2.6933 1.1038
H 0.0975 -0.0232 -2.3047
H -4.3117 2.5266 0.4840
H -2.3096 2.4048 2.3134
H -0.3660 0.8429 3.0773
H 0.2489 -0.4391 1.9214
H -0.3000 3.4513 1.6400
H 1.4112 5.1815 0.6487
H 3.7678 4.3308 -0.0671
H 4.4068 1.8397 0.1384
H 2.6178 0.1074 1.1794
O 0.4003 -5.9968 -3.0864
S 0.3409 -6.5053 -1.6939
O -1.0746 -6.7259 -1.3082
O 0.9519 -5.5033 -0.7797
O 1.0857 -7.7798 -1.5955

=====

# 2
A structure of composition C12H13BrF6N2O5S3. Source: OMol25; level of theory: ωB97M-V with the def2-TZVPD basis set.

Properties
Orbital gap   0.248 Eh
Lowest unoccupied orbital energy   -0.07505 hartree
HOMO energy   -0.32290 Ha
E   -144723.361 eV
Max |F|   2.32 eV/A

Atoms and positions in Å:
O 3.8148 -3.1370 2.0699
C 3.0688 -2.2177 2.1277
Br 1.2788 -2.5296 2.9164
C 3.4296 -0.7844 1.6077
C 2.3889 0.2108 2.1470
C 1.3151 0.5193 1.3443
C 0.3335 1.4127 1.8344
C -0.8529 1.6981 0.9189
C -2.1214 2.0418 1.7383
C -2.6432 0.8804 2.6239
S -2.3446 -0.7755 1.9010
C 0.5337 1.9771 3.1181
C 1.6416 1.6164 3.8406
N 2.5424 0.7366 3.3708
H 3.4366 -0.7483 0.5110
H 4.4093 -0.4849 2.0092
H 1.2163 0.0857 0.3498
H -0.5858 2.5251 0.2350
H -0.9728 0.8146 0.2709
H -2.9051 2.3705 1.0454
H -1.8483 2.8590 2.4271
H -2.2475 0.9187 3.6521
H -3.7358 1.0053 2.6999
H -2.8589 -1.5995 2.8494
H -0.1807 2.6825 3.5376
H 1.7856 2.0446 4.8332
H 3.3388 0.4907 3.9463
C 0.1963 -1.9848 -1.8199
F 0.8245 -1.7277 -0.6550
F 0.9212 -2.8941 -2.4766
F -0.9672 -2.5739 -1.5266
S -0.0183 -0.4326 -2.7625
O 1.3253 0.0310 -2.9841
O -0.8155 0.3937 -1.8843
N -0.7593 -1.0494 -4.0023
S -1.1830 -0.0042 -5.1298
O -0.1070 0.5786 -5.8778
O -2.2495 0.8902 -4.7792
C -1.9469 -1.2128 -6.2768
F -2.9739 -1.8604 -5.7058
F -1.0707 -2.1493 -6.6690
F -2.4128 -0.6171 -7.3759

=====

# 3
An isolated molecule of C12H13BrO2. Source: OMol25; level of theory: ωB97M-V with the def2-TZVPD basis set.

Properties
⟨S²⟩   2.05
Orbital gap (spin up / spin down)   0.204 / 0.238 Eh
Lowest unoccupied orbital energy (spin up / spin down)   0.02675 / -0.10086 hartree
HOMO energy (spin up / spin down)   -0.17682 / -0.33900 Ha
E   -86785.657 eV
Relative energy (zero: lowest compared OMol25 entry of this formula, charge and spin)   88.1 kJ/mol
Max |F|   6.66 eV/A
Multiplicity   3

Atoms and positions in Å:
C -0.0272 4.1161 -0.1792
C -0.6555 3.5446 0.8808
C 0.7747 3.2687 -0.9208
C -0.6371 2.1564 1.1976
C 0.9411 1.9364 -0.5658
C 0.1990 1.2860 0.4677
C -0.6868 -1.1265 -1.3810
C 1.3888 -2.1084 -0.1413
C 0.3423 -0.1646 0.8331
C -0.0942 -2.2223 -0.5126
C -0.7921 -1.0552 0.1496
C -0.7670 -3.5511 -0.4293
O 1.5061 -0.7388 0.2986
O 0.1539 -0.5907 2.1863
Br -2.5010 -1.0992 0.9640
H -0.0371 5.1334 -0.5124
H -1.2081 4.0995 1.5227
H 1.3475 3.6749 -1.7145
H -1.0960 1.7617 2.1257
H 1.5356 1.2882 -1.1265
H -0.0104 -0.4578 -1.8653
H -1.5019 -1.3620 -1.8838
H 1.5805 -2.7718 0.7258
H 2.0178 -2.2027 -1.0869
H -1.3029 -3.7350 -1.2938
H -1.5440 -3.6651 0.4029
H 0.0752 -4.3795 -0.4306
H 0.9988 -1.0351 2.2888

=====

# 4
A structure of composition C12H13BrO2Sm. Source: OMol25; level of theory: ωB97M-V with the def2-TZVPD basis set.

Properties
⟨S²⟩   8.76
Orbital gap (spin up / spin down)   0.250 / 0.251 Eh
Lowest unoccupied orbital energy (spin up / spin down)   0.10234 / 0.10235 hartree
HOMO energy (spin up / spin down)   -0.14772 / -0.14869 Ha
E   -104701.538 eV
Relative energy (zero: lowest compared OMol25 entry of this formula, charge and spin)   0.0 kJ/mol
Charge   -1
Max |F|   2.58 eV/A
Multiplicity   6

Atoms and positions in Å:
C -1.2180 -0.8736 -1.6806
C -1.5584 -1.9753 -0.8489
C -2.4944 -1.5186 0.1263
H -1.1760 -2.9936 -0.9374
C -2.7439 -0.1309 -0.1113
C -1.9497 0.2721 -1.2333
H -1.9671 1.2517 -1.7105
H -0.5621 -0.9267 -2.5448
H -2.9951 -2.1479 0.8649
H -3.4465 0.4992 0.4409
Sm -0.1896 -0.1422 0.7261
Br 0.8801 -2.4279 1.4695
C 2.5250 1.4945 0.2037
C 1.5403 2.1823 -0.5742
C 1.1913 1.3400 -1.6746
H 1.1544 3.1873 -0.3885
C 1.9694 0.1472 -1.5823
C 2.8016 0.2457 -0.4277
H 3.5135 -0.5088 -0.0853
H 3.0163 1.8830 1.0967
H 0.4937 1.5877 -2.4724
H 1.9691 -0.6750 -2.2936
C -1.0067 1.5294 4.5464
C -0.5738 1.0993 3.1633
O 0.6451 0.9388 2.7940
O -1.5417 0.8502 2.3260
H -0.3497 1.1471 5.3327
H -2.0260 1.1636 4.7127
H -1.0142 2.6258 4.6130

=====

# 5
An isolated molecule of C12H13Cl2N3S. Source: OMol25; level of theory: ωB97M-V with the def2-TZVPD basis set.

Properties
Orbital gap   0.303 Eh
Lowest unoccupied orbital energy   0.00252 hartree
SMILES   CCCc1nc(SCc2ccc(Cl)cc2Cl)n[nH]1
HOMO energy   -0.30088 Ha
E   -52996.825 eV
Max |F|   16.17 eV/A

Atoms and positions in Å:
C 1.5843 0.8516 -3.2985
C 1.5177 -0.6601 -3.5318
C 2.1968 -1.5621 -2.6515
C 1.7604 -1.3543 -1.3226
N 2.2845 -0.6247 -0.3367
C 1.2061 -1.0518 0.7896
S 1.4852 -0.4467 2.3873
C -0.4154 -0.7107 2.9334
C -1.1854 0.3331 2.6769
C -2.1834 -0.0747 1.5422
C -2.9250 1.0367 1.0082
C -3.1581 2.3167 1.5783
Cl -3.9983 3.4211 1.1147
C -2.1894 2.5944 2.6616
C -1.3581 1.5529 3.3316
Cl -0.1522 2.0780 4.4830
N 0.2170 -1.7661 0.3591
N 0.4950 -1.9184 -0.9244
H 1.1000 1.3434 -4.1825
H 2.5701 1.2568 -3.2978
H 1.1146 0.8737 -2.2663
H 2.0437 -0.8712 -4.4110
H 0.5352 -1.1159 -3.6793
H 3.2932 -1.0349 -2.5883
H 2.5187 -2.6134 -2.6716
H -0.5258 -1.9352 2.8609
H -0.1479 -0.6368 4.2020
H -1.8820 -0.8459 1.0701
H -3.5877 0.7289 0.3538
H -2.2980 3.4070 3.1725
H 0.0845 -2.5714 -1.3632

=====

# 6
An isolated molecule of C12H13F2N. Source: OMol25; level of theory: ωB97M-V with the def2-TZVPD basis set.

Properties
Orbital gap   0.358 Eh
Lowest unoccupied orbital energy   0.03464 hartree
SMILES   C=CCN1CC(F)(F)[C@H]1c1ccccc1
HOMO energy   -0.32325 Ha
E   -19575.900 eV
Relative energy (zero: lowest compared OMol25 entry of this formula, charge and spin)   227.1 kJ/mol
Max |F|   4.41 eV/A

Atoms and positions in Å:
C -1.3044 2.0836 -0.9870
C -0.2992 1.3894 -1.4704
C 1.1212 1.4632 -0.8161
N 1.2822 0.4407 0.1567
C 2.5925 0.2226 0.8548
C 2.6421 -1.3124 0.5469
F 3.6313 -1.6064 -0.3163
F 2.6499 -2.1566 1.5859
C 1.0301 -0.9513 -0.2203
C -0.1683 -1.3082 0.5252
C -1.1000 -2.1716 -0.0845
C -2.3182 -2.5195 0.4853
C -2.6443 -1.9495 1.7221
C -1.7620 -1.1281 2.3344
C -0.5665 -0.8433 1.7640
H -2.3924 2.1479 -1.2877
H -1.1115 2.5664 -0.0187
H -0.3637 0.8311 -2.3747
H 1.0052 2.4253 -0.1853
H 2.0287 1.6083 -1.5968
H 2.5017 0.4901 1.9092
H 3.5505 0.6801 0.4046
H 1.0981 -1.5739 -1.1680
H -0.8688 -2.6478 -1.0980
H -3.1016 -3.1518 -0.1436
H -3.6211 -2.1371 1.9399
H -2.1013 -0.6171 3.3435
H -0.0384 -0.1485 2.3474

=====

# 7
A cluster of 2 separate species, C12H13F3NO5S in total. Source: OMol25; level of theory: ωB97M-V with the def2-TZVPD basis set.

Properties
Orbital gap   0.230 Eh
Lowest unoccupied orbital energy   0.07331 hartree
HOMO energy   -0.15668 Ha
E   -43367.864 eV
Relative energy (zero: lowest compared OMol25 entry of this formula, charge and spin)   263.5 kJ/mol
Charge   -1
Max |F|   5.00 eV/A

Atoms and positions in Å:
C 0.1977 1.2951 -2.3002
C -0.4487 0.2726 -1.4011
C -1.8091 0.0317 -1.1667
C -2.6719 -1.1588 -1.2452
C -4.1047 -1.0155 -1.8117
C -4.7361 -0.1135 -0.7874
O -3.9615 1.1581 -0.6607
C -2.6303 1.2977 -0.9274
O -2.1706 2.4415 -0.9777
O 0.3763 -0.7114 -0.9961
H -0.4101 2.2112 -2.4080
H 1.2490 1.5315 -2.0331
H 0.2222 0.7556 -3.2700
H -2.3522 -2.0392 -1.8343
H -2.8523 -1.4122 -0.1881
H -4.1211 -0.7355 -2.8887
H -4.5135 -2.0409 -1.7738
H -5.7705 0.1671 -1.0260
H -4.6699 -0.6169 0.1876
F 1.6667 -4.3798 -0.8114
C 1.2467 -3.2429 -0.2147
F 0.9619 -3.4517 1.1153
F 2.2337 -2.3369 -0.3443
S -0.4602 -2.2754 -0.9158
N 2.6807 0.4138 1.7847
C 3.3974 1.4231 1.2214
O 3.2726 1.8080 0.0564
C 4.2899 1.9596 2.3098
C 3.8245 1.2904 3.5952
C 2.6745 0.3709 3.1461
O 1.8299 -0.2182 3.8203
H 5.3093 1.6448 2.1039
H 4.2082 3.0336 2.3017
H 4.6458 0.6929 3.9949
H 3.3955 1.9495 4.3452

=====

# 8
A cluster of 2 separate species, C12H13F4O4S in total. Source: OMol25; level of theory: ωB97M-V with the def2-TZVPD basis set.

Properties
Orbital gap   0.206 Eh
Lowest unoccupied orbital energy   0.04742 hartree
HOMO energy   -0.15867 Ha
E   -42550.130 eV
Charge   -1
Max |F|   0.40 eV/A

Atoms and positions in Å:
C 1.1280 0.7589 -2.0001
C 0.3362 0.4252 -3.2560
F 0.7707 -0.8028 -3.7911
C -1.1289 0.2734 -2.9330
C -1.9092 -0.7115 -3.3734
C -3.3160 -0.8073 -2.8945
O -4.1966 -1.3009 -3.5551
C -3.5820 -0.2143 -1.5329
S -4.9197 -0.8835 -0.5686
C -2.8336 0.8104 -1.1291
C -1.7488 1.3009 -2.0318
O -1.4436 2.4649 -2.0889
H 0.6296 0.4389 -1.0769
H 1.3107 1.8324 -1.9190
H 2.0879 0.2359 -2.0324
H 0.4833 1.1501 -4.0651
H -1.5497 -1.4688 -4.0609
H -4.1191 -1.5293 0.2917
H -2.9848 1.3221 -0.1846
C 1.7532 0.3989 4.5781
C 2.1352 1.1192 3.2887
O 2.7826 0.3134 2.3306
C 1.9049 -0.3624 1.3560
O 0.8499 0.2880 0.9824
C 1.5424 -1.7838 1.8934
F 2.5424 -2.4077 2.5664
F 1.2533 -2.5969 0.8427
F 0.4625 -1.8330 2.6981
H 2.5721 -0.2444 4.9080
H 1.5502 1.1333 5.3636
H 0.8646 -0.2155 4.4551
H 2.8510 1.9116 3.5358
H 1.2590 1.5920 2.8350
H 2.6624 -0.6075 0.5679

=====

Repeat the eighth record exactly.
A cluster of 2 separate species, C12H13F4O4S in total. Source: OMol25; level of theory: ωB97M-V with the def2-TZVPD basis set.

Properties
Orbital gap   0.206 Eh
Lowest unoccupied orbital energy   0.04742 hartree
HOMO energy   -0.15867 Ha
E   -42550.130 eV
Charge   -1
Max |F|   0.40 eV/A

Atoms and positions in Å:
C 1.1280 0.7589 -2.0001
C 0.3362 0.4252 -3.2560
F 0.7707 -0.8028 -3.7911
C -1.1289 0.2734 -2.9330
C -1.9092 -0.7115 -3.3734
C -3.3160 -0.8073 -2.8945
O -4.1966 -1.3009 -3.5551
C -3.5820 -0.2143 -1.5329
S -4.9197 -0.8835 -0.5686
C -2.8336 0.8104 -1.1291
C -1.7488 1.3009 -2.0318
O -1.4436 2.4649 -2.0889
H 0.6296 0.4389 -1.0769
H 1.3107 1.8324 -1.9190
H 2.0879 0.2359 -2.0324
H 0.4833 1.1501 -4.0651
H -1.5497 -1.4688 -4.0609
H -4.1191 -1.5293 0.2917
H -2.9848 1.3221 -0.1846
C 1.7532 0.3989 4.5781
C 2.1352 1.1192 3.2887
O 2.7826 0.3134 2.3306
C 1.9049 -0.3624 1.3560
O 0.8499 0.2880 0.9824
C 1.5424 -1.7838 1.8934
F 2.5424 -2.4077 2.5664
F 1.2533 -2.5969 0.8427
F 0.4625 -1.8330 2.6981
H 2.5721 -0.2444 4.9080
H 1.5502 1.1333 5.3636
H 0.8646 -0.2155 4.4551
H 2.8510 1.9116 3.5358
H 1.2590 1.5920 2.8350
H 2.6624 -0.6075 0.5679

=====

Q: Look up the max |F| of the sixth one.
A: 4.41 eV/A

=====

Copy entry 2 word for word.
A structure of composition C12H13BrF6N2O5S3. Source: OMol25; level of theory: ωB97M-V with the def2-TZVPD basis set.

Properties
Orbital gap   0.248 Eh
Lowest unoccupied orbital energy   -0.07505 hartree
HOMO energy   -0.32290 Ha
E   -144723.361 eV
Max |F|   2.32 eV/A

Atoms and positions in Å:
O 3.8148 -3.1370 2.0699
C 3.0688 -2.2177 2.1277
Br 1.2788 -2.5296 2.9164
C 3.4296 -0.7844 1.6077
C 2.3889 0.2108 2.1470
C 1.3151 0.5193 1.3443
C 0.3335 1.4127 1.8344
C -0.8529 1.6981 0.9189
C -2.1214 2.0418 1.7383
C -2.6432 0.8804 2.6239
S -2.3446 -0.7755 1.9010
C 0.5337 1.9771 3.1181
C 1.6416 1.6164 3.8406
N 2.5424 0.7366 3.3708
H 3.4366 -0.7483 0.5110
H 4.4093 -0.4849 2.0092
H 1.2163 0.0857 0.3498
H -0.5858 2.5251 0.2350
H -0.9728 0.8146 0.2709
H -2.9051 2.3705 1.0454
H -1.8483 2.8590 2.4271
H -2.2475 0.9187 3.6521
H -3.7358 1.0053 2.6999
H -2.8589 -1.5995 2.8494
H -0.1807 2.6825 3.5376
H 1.7856 2.0446 4.8332
H 3.3388 0.4907 3.9463
C 0.1963 -1.9848 -1.8199
F 0.8245 -1.7277 -0.6550
F 0.9212 -2.8941 -2.4766
F -0.9672 -2.5739 -1.5266
S -0.0183 -0.4326 -2.7625
O 1.3253 0.0310 -2.9841
O -0.8155 0.3937 -1.8843
N -0.7593 -1.0494 -4.0023
S -1.1830 -0.0042 -5.1298
O -0.1070 0.5786 -5.8778
O -2.2495 0.8902 -4.7792
C -1.9469 -1.2128 -6.2768
F -2.9739 -1.8604 -5.7058
F -1.0707 -2.1493 -6.6690
F -2.4128 -0.6171 -7.3759

=====

Q: Among the records above, which one has the lowest max |F|?
A: C12H13F4O4S